{
  "formula": "C7H12S",
  "method": "the ωB97M-V functional and the def2-TZVPD basis",
  "mol_weight_g_mol": 128.24,
  "homo_lumo_gap_ev": 9.81,
  "e_tot_ev": -18288.0009,
  "smiles": "C[C@]1(S)C[C@H]2C[C@H]2C1",
  "e_lumo_ev": 0.849,
  "spin_multiplicity": 1,
  "max_force_ev_per_a": 2.21,
  "species": ["C", "C", "S", "C", "C", "C", "C", "C", "H", "H", "H", "H", "H", "H", "H", "H", "H", "H", "H", "H"],
  "coordinates": [[0.761250, -0.718748, -1.941424], [-0.132151, -0.392542, -0.730195], [-1.802350, -1.109235, -1.045235], [-0.176916, 1.140373, -0.491032], [0.017859, 1.398981, 1.001129], [-0.923257, 0.692340, 1.990633], [0.393565, 0.087922, 1.675882], [0.489046, -0.999409, 0.608177], [1.770031, -0.357751, -1.691671], [0.416591, -0.275591, -2.890583], [0.831913, -1.795913, -2.078072], [-1.421909, -1.597073, -2.235440], [-1.108888, 1.538571, -0.875083], [0.615070, 1.664060, -1.037063], [0.496245, 2.295566, 1.304019], [-0.942674, 1.235416, 2.932769], [-1.829411, 0.301169, 1.615474], [1.158065, 0.076831, 2.429896], [1.501839, -1.312987, 0.516334], [-0.113917, -1.871980, 0.941484]],
  "forces_ev_per_a": [[0.22, 0.08, 0.40], [0.85, -0.20, 0.43], [0.29, 0.12, -0.16], [-0.07, 0.18, 0.44], [-0.53, -1.54, -0.14], [1.28, 1.51, 0.02], [0.41, -0.01, -1.04], [-2.16, 0.20, 0.42], [-0.20, 0.00, -0.33], [0.06, 0.02, 0.48], [0.00, -0.13, -0.03], [-0.40, -0.09, 0.06], [-0.24, 0.15, 0.00], [0.08, -0.28, -0.02], [0.19, 0.70, 0.23], [-0.42, -0.37, -0.04], [-0.85, -0.50, -0.21], [0.11, 0.02, 0.32], [0.88, -0.19, -0.42], [0.48, 0.32, -0.41]]
}

***

{
  "formula": "C7H13BNO4",
  "method": "the ωB97M-V functional and the def2-TZVPD basis",
  "mol_weight_g_mol": 186.00,
  "total_charge": 1,
  "homo_lumo_gap_ev": [7.39, 7.39],
  "e_tot_ev": -17819.3724,
  "smiles": "COC(=C/C=C(\\C=[NH2+])B(O)O)OC",
  "e_lumo_ev": [-4.751, -4.751],
  "spin_multiplicity": 1,
  "max_force_ev_per_a": 5.09,
  "species": ["C", "O", "C", "C", "C", "C", "C", "N", "B", "O", "O", "O", "C", "H", "H", "H", "H", "H", "H", "H", "H", "H", "H", "H", "H", "H"],
  "coordinates": [[4.147801, 0.251542, -0.190115], [3.013019, 0.054827, 0.668601], [1.768941, 0.178968, 0.224735], [0.788786, 0.397755, 1.175170], [-0.581665, 0.502248, 1.092030], [-1.644359, -0.315237, 0.530646], [-1.818621, -1.653918, 0.855617], [-1.056813, -2.436058, 1.635121], [-2.826321, 0.440992, -0.263514], [-2.921954, 1.768495, -0.052000], [-3.591566, -0.295319, -1.123989], [1.745326, 0.368163, -1.108684], [0.638456, 0.676497, -1.836487], [4.357992, 1.291281, -0.352188], [3.846323, -0.242175, -1.179524], [5.043306, -0.273347, 0.216145], [1.303120, 0.494065, 2.156527], [-1.071085, 1.508571, 1.497503], [-2.653727, -2.109082, 0.574814], [-0.070905, -2.184008, 1.960127], [-1.512258, -3.308859, 1.877672], [-3.534272, 2.352400, -0.655728], [-4.219302, 0.331938, -1.551056], [0.659146, 0.123839, -2.778014], [0.388308, 1.708858, -2.138731], [-0.197670, 0.367553, -1.234682]],
  "forces_ev_per_a": [[-0.14, -2.04, -2.15], [-0.69, -0.15, 0.70], [1.36, 0.71, -1.83], [1.18, -1.16, 1.11], [-3.72, 1.90, -0.03], [0.74, 1.05, -0.07], [4.57, 1.81, 1.35], [0.99, 0.58, -0.08], [0.65, -1.04, 0.54], [-1.58, 2.51, -1.68], [-0.46, 1.11, -0.19], [2.36, -0.19, 2.16], [-3.20, -0.06, -1.15], [-0.08, 0.54, 0.09], [1.02, 0.84, 1.28], [-1.05, 0.42, 0.07], [-0.65, 0.80, -0.60], [1.28, -2.07, -0.32], [-3.69, -1.72, -1.28], [-2.28, -0.62, -0.59], [0.84, 0.06, 0.26], [1.72, -1.88, 1.84], [0.30, -1.03, 0.15], [0.08, -0.21, 0.25], [1.19, 0.12, 0.66], [-0.73, -0.30, -0.49]]
}